Record 1
ORCA calculation (ωB97M-V with the def2-TZVPD basis set) on C29H31GeMgN3S2 as an isolated structure.

XYZ file:
```
67
Properties=species:S:1:pos:R:3:forces:R:3:mulliken_charge:R:1
Mg -0.0541 0.2411 -0.2817 0.040 -0.048 -0.125 0.179
S 0.5687 1.8319 -2.2956 -0.043 0.046 -0.067 -0.511
C 2.0776 1.0936 -1.9333 -0.046 -0.064 0.104 0.557
C 3.3044 1.4228 -2.5492 0.059 -0.058 0.035 -0.835
C 4.4445 0.7414 -2.1933 -0.025 0.080 -0.065 0.035
C 4.3878 -0.2703 -1.2332 0.001 -0.070 0.062 -0.983
C 3.1606 -0.5328 -0.6582 -0.022 0.085 -0.043 -0.120
N 2.0518 0.1278 -0.9842 -0.040 0.001 0.029 -0.181
H 3.3210 2.2107 -3.2891 -0.004 0.002 -0.002 0.366
H 5.3903 0.9936 -2.6618 0.001 -0.002 0.001 0.339
H 5.2666 -0.8259 -0.9355 -0.003 0.003 -0.001 0.372
H 3.0360 -1.3007 0.0975 0.021 -0.013 0.009 0.525
C -1.3298 -2.6718 4.6881 0.008 -0.032 0.004 -1.678
C -1.0327 -1.5742 3.6758 0.059 -0.010 -0.048 0.645
N -1.9856 -1.6353 2.5919 -0.028 0.047 0.140 -0.047
C -1.8246 -0.6880 1.4453 -0.084 0.142 -0.041 0.624
S -1.2103 -1.8431 -0.0060 -0.017 0.010 -0.044 -0.813
N -3.1609 -0.1964 1.0291 0.048 0.038 0.037 0.010
C -4.3584 -0.9171 1.3719 0.012 -0.009 -0.072 -0.686
C -4.9304 -0.6233 2.7634 -0.036 -0.030 0.001 -0.853
H -0.6085 -2.6465 5.5096 0.000 0.008 -0.004 0.448
H -1.2682 -3.6578 4.2165 0.000 0.004 0.005 0.368
H -2.3367 -2.5596 5.0982 -0.003 0.003 -0.009 0.296
H 0.0059 -1.6713 3.3318 0.014 0.019 0.000 0.171
H -1.1120 -0.6081 4.1798 -0.017 0.014 0.017 -0.198
H -1.9153 -2.5636 2.1937 -0.065 0.018 -0.029 0.286
H -3.1905 0.7936 1.2325 0.004 -0.027 0.085 0.337
H -4.1535 -1.9853 1.2739 0.023 -0.010 0.013 0.287
H -5.1352 -0.6876 0.6262 0.003 -0.019 -0.007 0.427
H -4.1917 -0.8753 3.5223 0.018 0.002 0.009 0.052
H -5.8450 -1.2023 2.9478 -0.006 0.022 -0.002 0.437
H -5.1789 0.4390 2.8560 -0.001 0.001 -0.008 0.209
C -0.9432 0.5338 1.5527 0.168 -0.180 -0.030 -0.452
Ge 0.0696 1.3225 2.8465 0.054 0.067 0.040 0.497
C -0.8557 2.3033 4.3548 -0.053 -0.046 0.037 -0.194
C -2.2199 2.0897 4.5497 -0.041 0.035 0.073 -0.548
C -2.9258 2.7531 5.5489 0.043 -0.009 -0.024 -0.538
C -2.2754 3.6661 6.3710 -0.008 -0.020 -0.021 -0.360
C -0.9190 3.9060 6.1845 0.020 -0.023 -0.037 -0.635
C -0.2236 3.2269 5.1885 -0.051 0.030 0.028 -0.029
C 1.5414 0.4050 3.9218 0.017 -0.012 -0.038 -0.359
C 1.5804 0.3183 5.3132 -0.012 0.007 0.009 0.026
C 2.5592 -0.4172 5.9769 0.008 0.002 -0.023 -0.676
C 3.5414 -1.0833 5.2565 -0.030 0.019 -0.008 -0.450
C 3.5256 -1.0123 3.8675 -0.017 0.021 0.008 -0.525
C 2.5345 -0.2854 3.2214 0.006 -0.013 0.026 -0.082
C 1.0935 2.8008 1.9814 0.013 0.026 -0.035 -0.568
C 2.4758 2.9760 2.0721 -0.024 0.054 0.032 -0.108
C 3.1300 3.9951 1.3852 -0.030 0.001 -0.007 -0.698
C 2.4077 4.8756 0.5918 -0.019 -0.029 0.013 -0.385
C 1.0299 4.7254 0.4927 0.010 -0.021 0.018 -0.589
C 0.3876 3.7025 1.1776 0.038 -0.017 -0.035 -0.191
H -2.7374 1.3948 3.8917 0.038 -0.013 -0.019 0.296
H -3.9854 2.5595 5.6808 -0.005 0.009 0.012 0.399
H -2.8215 4.1914 7.1474 -0.003 0.001 0.002 0.333
H -0.4038 4.6239 6.8150 -0.001 0.005 0.003 0.345
H 0.8369 3.4250 5.0545 0.000 -0.002 -0.003 0.367
H 0.8210 0.8262 5.8995 0.000 -0.003 -0.001 0.287
H 2.5499 -0.4715 7.0610 0.009 -0.007 0.004 0.334
H 4.3049 -1.6584 5.7690 0.003 -0.003 0.003 0.332
H 4.2803 -1.5349 3.2884 0.002 -0.002 -0.001 0.388
H 2.5113 -0.2660 2.1359 -0.003 0.014 -0.023 0.124
H 3.0645 2.3028 2.6851 -0.008 -0.038 0.014 0.235
H 4.2081 4.0928 1.4624 0.005 0.000 0.002 0.369
H 2.9143 5.6620 0.0428 0.005 0.004 0.000 0.332
H 0.4566 5.3921 -0.1418 -0.001 0.002 -0.004 0.350
H -0.6826 3.5659 1.0638 0.001 -0.009 0.000 0.308
```
Positions in Å, forces in eV/Å.

Summary:
LUMO level = 4.66 eV
Charge = -2
HOMO energy = 0.4 eV
Energy relative to the best compared isomer or geometry (same formula, charge and spin) = 0.1839 eV
Kohn-Sham gap = 0.158 Eh
Calculated total energy = -118678.04786 eV

=====

Record 2
ORCA calculation (ωB97M-V with the def2-TZVPD basis set) on C29H31IN5NaO2P as an isolated structure.

XYZ file:
```
70
Properties=species:S:1:pos:R:3:forces:R:3:mulliken_charge:R:1
Na 0.4938 -0.4569 -0.0350 -0.559 0.296 0.053 0.923
O 4.6287 0.7379 -0.8125 -0.018 -0.081 -0.009 -0.821
C 3.4501 0.6660 -0.4106 -0.070 0.472 0.070 -0.183
N 2.7158 -0.3419 0.0019 0.400 -0.447 -0.075 -0.143
C 3.3049 -1.6055 0.2162 -0.168 -0.026 0.111 0.015
C 4.6197 -1.7439 0.6736 0.055 0.142 -0.140 -0.454
C 5.1507 -2.9690 1.0409 0.039 0.021 0.003 -0.633
C 4.3664 -4.1062 0.9505 -0.003 -0.050 0.000 -0.687
C 3.0611 -4.0023 0.4968 -0.132 -0.107 -0.197 -0.348
C 2.4946 -2.7767 0.1245 0.015 0.228 0.170 -0.025
N 1.1244 -2.6182 -0.1618 0.447 -0.166 0.001 -0.136
C 0.3951 -3.6208 -0.5977 -0.439 -0.124 0.033 0.064
O 0.6883 -4.7670 -0.9925 0.080 0.052 -0.013 -0.856
C -1.1213 -3.3245 -0.5617 0.211 0.133 0.035 0.364
C -1.9903 -4.2688 -1.1049 -0.043 0.005 0.006 -0.831
C -3.3541 -4.0707 -0.9996 0.020 -0.054 -0.024 -0.383
C -3.8204 -2.9464 -0.3319 -0.036 0.049 0.027 -0.836
C -2.8849 -2.0548 0.1657 0.002 0.008 -0.095 -0.306
N -1.5713 -2.2164 0.0397 0.120 -0.063 -0.039 0.411
C 2.7129 2.0242 -0.3592 -0.046 -0.189 0.068 0.292
C 3.3310 3.1180 -0.9653 -0.018 0.014 0.024 -0.443
C 2.7404 4.3638 -0.8833 0.036 0.016 -0.032 -0.497
C 1.5568 4.4986 -0.1708 -0.047 -0.010 0.054 -0.719
C 1.0134 3.3595 0.3987 0.025 0.015 -0.037 -0.176
N 1.5509 2.1470 0.2982 0.108 -0.101 -0.069 0.261
H 5.2287 -0.8529 0.7192 0.010 -0.007 0.034 0.394
H 6.1762 -3.0266 1.3885 0.004 -0.010 0.004 0.365
H 4.7635 -5.0777 1.2234 0.003 -0.004 0.003 0.364
H 2.4486 -4.8862 0.3958 -0.002 -0.009 0.043 0.371
H -1.5490 -5.1349 -1.5766 -0.018 -0.010 -0.004 0.498
H -4.0492 -4.7892 -1.4184 -0.001 -0.001 0.004 0.406
H -4.8784 -2.7599 -0.1976 0.000 -0.010 -0.013 0.419
H -3.2062 -1.1566 0.6869 0.008 0.008 0.013 0.422
H 4.2714 2.9366 -1.4654 0.000 0.018 -0.020 0.484
H 3.1982 5.2245 -1.3571 0.007 -0.001 0.008 0.389
H 1.0628 5.4548 -0.0537 0.017 0.010 -0.013 0.415
H 0.0858 3.4293 0.9634 -0.006 -0.021 0.002 0.353
C -4.2517 2.9257 -0.3657 -0.041 0.024 -0.023 -1.440
C -3.0940 2.1215 0.2174 -0.069 0.025 0.053 -0.635
P -1.8781 1.3982 -0.9698 0.182 -0.148 -0.107 0.852
C -3.0004 0.5612 -2.1807 -0.143 0.074 0.015 -0.772
C -2.2747 -0.4088 -3.1091 0.035 -0.034 -0.052 -1.081
C -1.3880 2.9027 -1.9224 -0.095 0.122 0.011 -0.785
C -0.1742 2.6739 -2.8187 0.067 0.025 -0.042 -1.211
H -4.9216 3.2882 0.4168 0.027 -0.010 0.026 0.427
H -4.8481 2.3231 -1.0520 -0.003 -0.015 0.008 0.285
H -3.8946 3.7950 -0.9192 0.016 0.005 0.005 0.284
H -3.4696 1.2914 0.8232 -0.018 -0.020 -0.045 0.369
H -2.5132 2.7374 0.9117 0.014 0.025 -0.034 0.352
H -3.5444 1.3147 -2.7595 0.011 -0.016 -0.011 0.607
H -3.7491 0.0141 -1.6009 0.028 -0.027 0.034 0.424
H -1.5452 0.1016 -3.7391 -0.002 0.006 0.010 0.273
H -2.9786 -0.9190 -3.7697 -0.014 0.019 0.008 0.379
H -1.7420 -1.1732 -2.5443 0.018 -0.023 0.058 0.088
H -1.1544 3.6791 -1.1883 0.017 -0.041 0.008 0.390
H -2.2376 3.2719 -2.5057 0.019 -0.015 -0.021 0.599
H 0.6534 2.2314 -2.2617 -0.032 0.000 -0.001 0.098
H 0.1843 3.6161 -3.2379 -0.025 0.000 -0.014 0.370
H -0.4095 2.0109 -3.6517 0.005 -0.015 0.003 0.380
I -0.3572 2.5972 5.4216 -0.031 0.133 0.084 0.026
C 0.0694 0.8497 4.3832 0.049 -0.172 -0.122 -0.419
C 0.6113 -0.2533 5.0247 -0.008 0.052 0.039 -0.090
C 0.8753 -1.3826 4.2701 0.010 -0.033 -0.046 -1.081
C 0.5830 -1.3683 2.9130 0.031 -0.035 -0.035 -0.004
N 0.0659 -0.3044 2.3048 -0.056 0.093 0.140 0.195
C -0.1783 0.7848 3.0206 0.021 0.027 0.065 0.307
H 0.8286 -0.2233 6.0842 0.001 -0.015 -0.001 0.381
H 1.3152 -2.2642 4.7159 -0.003 0.010 0.023 0.439
H 0.7825 -2.2218 2.2726 0.000 -0.002 -0.005 0.358
H -0.5733 1.6431 2.4883 -0.011 -0.017 -0.016 -0.099
```
Positions in Å, forces in eV/Å.

Summary:
LUMO level = 1.82 eV
Charge = -1
HOMO energy = -3.5 eV
Energy relative to the best compared isomer or geometry (same formula, charge and spin) = 0.4264 eV
Kohn-Sham gap = 0.195 Eh
Calculated total energy = -63931.67961 eV